[1]
Density functional theory data (the ωB97M-V functional and the def2-TZVPD basis) for a cluster of 2 separate species, C6H13N in total.

Atoms and positions in Å:
C: 1.03497 1.04716 -2.00601
C: 1.38918 0.57820 -0.81241
C: 1.62408 -0.87729 -0.53905
N: 1.48991 1.38898 0.31120
H: 0.88564 0.39311 -2.84405
H: 0.86936 2.09741 -2.17530
H: 0.94883 -1.21887 0.24459
H: 2.64817 -1.03978 -0.20152
H: 1.45511 -1.46812 -1.43373
H: 1.56472 2.37635 0.12047
H: 2.12890 1.06640 1.02103
C: -1.53289 -1.31068 1.99640
C: -1.45612 -0.21264 1.26807
C: -2.13699 -0.01526 -0.04335
H: -2.11601 -2.16120 1.68063
H: -1.02093 -1.41098 2.93886
H: -0.85930 0.62583 1.60350
H: -2.83264 0.82118 0.01955
H: -1.40003 0.22697 -0.80836
H: -2.68394 -0.90678 -0.34050

Atoms 1-2, force components in eV/Å:
0.0 0.0 -0.1
0.0 -0.2 0.0

LUMO ... 1.06 eV
Multiplicity ... 1
SMILES string ... C=C(C)N.C=CC
DFT total energy ... -291.124052 Eh
Maximum force ... 0.0050 hartree/bohr
HOMO energy ... -8.20 eV
Orbital gap ... 9.252 eV

Löwdin atomic charge list, values in e, 2 entries:
1. C 0.001
2. C -0.509

***

[2]
Density functional theory data (the ωB97M-V functional and the def2-TZVPD basis) for the molecule C6H13N.

Atoms and positions in Å:
C: -2.01156 -1.54467 -0.35328
C: -0.68869 -0.99965 0.09289
C: -0.01102 -1.71542 1.23297
N: -0.23154 0.02145 -0.51671
C: 0.95258 0.70794 -0.15776
C: -0.00178 1.96689 0.45278
C: 1.71073 1.23452 -1.36055
H: -1.91079 -2.55885 -0.72120
H: -2.71516 -1.58092 0.49103
H: -2.43110 -0.92525 -1.14262
H: -0.07152 -1.11348 2.14873
H: -0.48471 -2.68198 1.41485
H: 1.05070 -1.88651 1.02732
H: 1.60091 0.21028 0.57715
H: 0.71767 2.76422 0.64448
H: -0.42572 1.63754 1.39541
H: -0.74859 2.36937 -0.21931
H: 1.03581 1.72506 -2.05885
H: 2.46858 1.95906 -1.05737
H: 2.19521 0.41039 -1.88996

Atoms 1-2, force components in eV/Å:
-0.3 0.2 0.3
0.4 0.4 -0.5

LUMO ... 1.05 eV
Multiplicity ... 1
SMILES string ... CC(C)=NC(C)C
DFT total energy ... -291.126195 Eh
Maximum force ... 0.0764 hartree/bohr
HOMO energy ... -9.05 eV
Orbital gap ... 10.098 eV

Löwdin atomic charge list, values in e, 2 entries:
1. C -0.054
2. C -0.407

***

[3]
Density functional theory data (the ωB97M-V functional and the def2-TZVPD basis) for the molecule C6H13N.

Atoms and positions in Å:
C: 1.07697 -0.89758 1.42368
C: 0.15561 -0.00810 0.85236
C: -1.25543 -0.20548 1.33286
C: -1.90306 1.23396 1.23935
C: 0.68114 0.78935 -0.49039
C: 0.27529 0.00647 -1.75973
N: 1.17186 -0.94651 -2.39856
H: 2.23598 -0.89311 1.31438
H: 0.41380 -1.56968 1.99569
H: -1.72845 -0.87754 0.66034
H: -1.45093 -0.60961 2.31907
H: -2.50753 1.12091 2.17503
H: -2.47677 1.72084 0.37176
H: -1.14788 1.94894 1.41086
H: 0.33322 1.82764 -0.22194
H: 1.76720 0.81362 -0.40666
H: -0.68838 -0.46216 -1.50471
H: 0.05305 0.80950 -2.46170
H: 2.01186 -0.82863 -1.90621
H: 0.79865 -1.88686 -2.54471

Atoms 1-2, force components in eV/Å:
-1.5 2.1 -0.9
5.0 -3.1 -0.4

LUMO ... 1.01 eV
Multiplicity ... 1
SMILES string ... C=C(CC)CCN
DFT total energy ... -291.046878 Eh
Maximum force ... 0.1145 hartree/bohr
HOMO energy ... -8.86 eV
Orbital gap ... 9.870 eV

Löwdin atomic charge list, values in e, 2 entries:
1. C 0.022
2. C -0.300

***

[4]
Density functional theory data (the ωB97M-V functional and the def2-TZVPD basis) for the molecule C6H13N.

Atoms and positions in Å:
C: 1.64673 -1.91425 -0.67210
C: 0.49579 -0.97775 -1.02035
N: -0.27755 -0.59545 0.15317
C: -1.55327 0.08055 -0.19796
C: -1.53441 1.46768 0.50143
C: -0.07575 1.72381 0.76823
C: 0.50035 0.32642 1.04141
H: 2.00147 -2.44599 -1.55110
H: 1.29297 -2.63329 0.06402
H: 2.47158 -1.38297 -0.19832
H: 0.90139 -0.11663 -1.58376
H: -0.17057 -1.54188 -1.67100
H: -2.36143 -0.47959 0.26166
H: -1.60120 0.19631 -1.28489
H: -2.15257 1.39269 1.40315
H: -2.06206 2.16424 -0.15147
H: 0.12699 2.41924 1.57465
H: 0.42418 2.07085 -0.14091
H: 0.42490 -0.06118 2.05081
H: 1.50246 0.30720 0.65331

Atoms 1-2, force components in eV/Å:
-0.2 0.1 0.4
0.1 -0.5 0.0

LUMO ... 1.16 eV
Multiplicity ... 1
SMILES string ... CCN1CCCC1
DFT total energy ... -291.142001 Eh
Maximum force ... 0.0309 hartree/bohr
HOMO energy ... -8.31 eV
Orbital gap ... 9.475 eV

Löwdin atomic charge list, values in e, 2 entries:
1. C -0.098
2. C -0.293

***

[5]
Density functional theory data (the ωB97M-V functional and the def2-TZVPD basis) for the ion C6H13N with charge +1.

Atoms and positions in Å:
C: 2.07681 -1.89673 -0.15609
C: 1.90670 -0.79185 0.89262
C: 1.03638 0.33851 0.42475
N: -1.04945 2.06881 -0.69621
C: -1.38199 0.82958 -0.23098
C: -0.40184 0.00726 0.27717
C: -2.80409 0.48571 -0.47057
H: 2.37352 -1.46801 -1.12363
H: 1.09691 -2.35765 -0.31227
H: 2.78718 -2.70587 0.01391
H: 2.86694 -0.52949 1.33626
H: 1.34652 -1.20832 1.74387
H: 1.07920 1.27884 1.01006
H: 1.33681 0.71741 -0.57994
H: -1.73749 2.76973 -0.91583
H: -0.22056 2.34434 -0.17953
H: -0.66592 -1.03081 0.45527
H: -3.46423 0.97677 0.25763
H: -3.12948 0.73315 -1.48336
H: -3.05194 -0.56137 -0.26313

Atoms 1-2, force components in eV/Å:
-0.6 0.4 -0.9
0.0 -1.4 1.2

LUMO (spin up / spin down) ... -3.29 / -7.11 eV
Total charge ... +1
Multiplicity ... 2
DFT total energy ... -290.867690 Eh
Maximum force ... 0.0710 hartree/bohr
HOMO energy (spin up / spin down) ... -14.52 / -15.37 eV
Orbital gap (spin up / spin down) ... 11.228 / 8.262 eV

Löwdin atomic charge list, values in e, 2 entries:
1. C -0.086
2. C -0.247

***

[6]
Density functional theory data (the ωB97M-V functional and the def2-TZVPD basis) for the ion C6H13N2 with charge +1.

Atoms and positions in Å:
C: 0.83564 1.81893 0.25299
C: 0.38672 0.61746 -0.59189
C: -1.18252 0.70712 -0.55139
N: -1.86148 0.36443 0.74348
C: -1.67662 -0.63021 -0.34473
C: -0.44655 -1.44288 -0.05823
N: 0.60367 -0.56635 0.15573
C: 1.98246 -1.15904 -0.00822
H: 1.94200 1.77465 0.22963
H: 0.66446 1.73925 1.35914
H: 0.23982 2.58041 -0.16682
H: 0.77994 0.69866 -1.57127
H: -1.64859 1.39581 -1.09448
H: -2.72497 0.75547 1.08940
H: -1.17969 0.30497 1.60359
H: -2.55653 -1.01698 -0.67379
H: -0.70004 -2.00686 0.77684
H: -0.47446 -2.10919 -1.00567
H: 2.74211 -0.42868 0.38075
H: 2.04460 -2.06759 0.55934
H: 2.23003 -1.32938 -1.08439

Atoms 1-2, force components in eV/Å:
1.6 -1.7 0.7
-2.5 2.0 3.8

LUMO ... -3.14 eV
Total charge ... +1
Multiplicity ... 1
SMILES string ... C[C@@H]1[C@@H]2[NH2+][C@@H]2CN1C
DFT total energy ... -345.592833 Eh
Maximum force ... 0.0961 hartree/bohr
HOMO energy ... -13.08 eV
Orbital gap ... 9.936 eV

Löwdin atomic charge list, values in e, 2 entries:
1. C -0.024
2. C -0.294

***

What did the fourth record say?
Density functional theory data (the ωB97M-V functional and the def2-TZVPD basis) for the molecule C6H13N.

Atoms and positions in Å:
C: 1.64673 -1.91425 -0.67210
C: 0.49579 -0.97775 -1.02035
N: -0.27755 -0.59545 0.15317
C: -1.55327 0.08055 -0.19796
C: -1.53441 1.46768 0.50143
C: -0.07575 1.72381 0.76823
C: 0.50035 0.32642 1.04141
H: 2.00147 -2.44599 -1.55110
H: 1.29297 -2.63329 0.06402
H: 2.47158 -1.38297 -0.19832
H: 0.90139 -0.11663 -1.58376
H: -0.17057 -1.54188 -1.67100
H: -2.36143 -0.47959 0.26166
H: -1.60120 0.19631 -1.28489
H: -2.15257 1.39269 1.40315
H: -2.06206 2.16424 -0.15147
H: 0.12699 2.41924 1.57465
H: 0.42418 2.07085 -0.14091
H: 0.42490 -0.06118 2.05081
H: 1.50246 0.30720 0.65331

Atoms 1-2, force components in eV/Å:
-0.2 0.1 0.4
0.1 -0.5 0.0

LUMO ... 1.16 eV
Multiplicity ... 1
SMILES string ... CCN1CCCC1
DFT total energy ... -291.142001 Eh
Maximum force ... 0.0309 hartree/bohr
HOMO energy ... -8.31 eV
Orbital gap ... 9.475 eV

Löwdin atomic charge list, values in e, 2 entries:
1. C -0.098
2. C -0.293

***

Copy entry 1 word for word.
Density functional theory data (the ωB97M-V functional and the def2-TZVPD basis) for a cluster of 2 separate species, C6H13N in total.

Atoms and positions in Å:
C: 1.03497 1.04716 -2.00601
C: 1.38918 0.57820 -0.81241
C: 1.62408 -0.87729 -0.53905
N: 1.48991 1.38898 0.31120
H: 0.88564 0.39311 -2.84405
H: 0.86936 2.09741 -2.17530
H: 0.94883 -1.21887 0.24459
H: 2.64817 -1.03978 -0.20152
H: 1.45511 -1.46812 -1.43373
H: 1.56472 2.37635 0.12047
H: 2.12890 1.06640 1.02103
C: -1.53289 -1.31068 1.99640
C: -1.45612 -0.21264 1.26807
C: -2.13699 -0.01526 -0.04335
H: -2.11601 -2.16120 1.68063
H: -1.02093 -1.41098 2.93886
H: -0.85930 0.62583 1.60350
H: -2.83264 0.82118 0.01955
H: -1.40003 0.22697 -0.80836
H: -2.68394 -0.90678 -0.34050

Atoms 1-2, force components in eV/Å:
0.0 0.0 -0.1
0.0 -0.2 0.0

LUMO ... 1.06 eV
Multiplicity ... 1
SMILES string ... C=C(C)N.C=CC
DFT total energy ... -291.124052 Eh
Maximum force ... 0.0050 hartree/bohr
HOMO energy ... -8.20 eV
Orbital gap ... 9.252 eV

Löwdin atomic charge list, values in e, 2 entries:
1. C 0.001
2. C -0.509